Record 1
An isolated ion of composition C23H24ClO5 and charge -1 at a distorted geometry. Source: the OMol25 dataset; level of theory: ωB97M-V/def2-TZVPD.

The net charge is -1. For the HOMO energy, the calculation gives -2.90 eV. As for the SMILES: CCOC(=O)/C(=C(\[O-])OCC)[C@@H](c1cccc(Cl)c1)[C@@H](C(C)=O)c1ccccc1. For the orbital gap, the calculation gives 5.71 eV.

```
53
Properties=species:S:1:pos:R:3:mulliken_charge:R:1
Cl -2.0046 -6.2255 1.9881 -0.27
O 0.3978 0.9587 3.2173 -0.21
O -0.1102 -1.0451 4.1564 -0.74
O 3.1717 0.3979 3.5047 -0.67
O 3.3217 0.1262 1.2885 -0.32
O 4.3737 -2.2041 2.2706 -0.57
C 1.5966 -4.6222 -0.5100 0.13
C 4.3979 1.0664 1.4586 -0.38
C 1.5185 -2.3484 2.0747 1.12
C 1.5870 -5.9842 -0.8166 -0.80
C 3.2131 -6.3934 0.9214 -0.84
C -0.2977 -4.1488 2.0606 -0.27
C 4.6382 -2.1475 -0.1320 -1.98
C 5.0558 1.2552 0.1234 -1.13
C 2.7120 -0.0788 2.4784 -0.61
C -0.4317 1.5582 4.2264 -0.25
C -2.1624 -2.3514 1.0114 -1.01
C 0.5227 -0.3885 3.3440 -0.38
C 3.1914 -5.0388 1.2620 0.07
C -2.5488 -3.6661 1.2766 -0.48
C 2.4043 -6.8705 -0.1100 -0.39
C 2.4021 -2.6564 0.9130 0.67
C 0.0697 -2.8278 1.8037 0.11
C 2.3960 -4.1443 0.5326 -0.56
C 1.5090 -0.9037 2.3974 0.84
C -0.4906 3.0254 3.8961 -1.24
C -1.5985 -4.5704 1.7683 -0.02
C 3.8830 -2.2736 1.1564 0.99
C -0.8405 -1.9506 1.2285 -0.24
H -0.5129 -0.9443 0.9513 0.41
H 1.9127 -2.8680 2.9694 0.08
H 3.9740 2.0042 1.8343 0.38
H -1.4341 1.1054 4.1976 0.29
H 4.3412 1.1848 -0.7020 0.24
H 0.0297 1.3867 5.2119 0.28
H 3.8837 -7.0584 1.4673 0.36
H -1.1186 3.5389 4.6251 0.40
H 5.6431 -1.7705 0.0695 0.44
H -0.9103 3.1822 2.8979 0.28
H -3.5586 -4.0177 1.0744 0.41
H 4.7232 -3.1387 -0.6028 0.34
H 0.9667 -3.9186 -1.0691 0.36
H 5.0913 0.6614 2.2046 0.30
H 5.5370 2.2344 0.1054 0.42
H 0.4238 -4.8694 2.4421 0.47
H 0.5083 3.4695 3.9225 0.29
H 0.9467 -6.3476 -1.6228 0.38
H 2.4173 -7.9329 -0.3665 0.38
H -2.8823 -1.6191 0.6472 0.34
H 2.0349 -2.0621 0.0538 0.63
H 4.1125 -1.4713 -0.8187 0.33
H 5.8411 0.5089 -0.0213 0.24
H 3.8095 -4.6633 2.0844 0.40
```

***

Record 2
C23H24CsI2N6OS as an isolated structure. Source: the OMol25 dataset; level of theory: ωB97M-V/def2-TZVPD.

The net charge is -1. For the HOMO energy, the calculation gives -4.46 eV. For the orbital gap, the calculation gives 6.59 eV.

```
58
Properties=species:S:1:pos:R:3:mulliken_charge:R:1
Cs 0.0702 -0.1036 0.2066 1.01
I -1.7970 2.9958 8.1382 -0.02
I -0.2894 -2.0375 5.2376 -0.01
S 0.3339 0.1851 -3.2235 -0.62
O -0.0038 0.1325 2.9199 -0.66
N -1.3512 2.6103 1.7537 -0.07
N -1.9579 2.3187 -1.0822 -0.15
N 1.3152 -2.4202 -3.2173 -0.40
N 2.0489 -2.3469 0.8570 -0.22
N 0.3836 -1.6331 -5.1122 -0.19
N 1.4797 -2.3546 -1.8666 -0.23
C 2.2852 -2.7042 -6.3047 -0.98
C -2.6725 1.9000 -2.1223 -0.04
C -0.3623 0.7113 3.9890 -0.09
C -0.3844 2.9378 2.8061 -0.83
C -1.5963 3.7149 0.8481 -0.69
C -0.9820 0.6521 6.3948 -0.51
C 0.7211 -1.3951 -3.7990 0.28
C 2.3307 -3.2029 -1.4062 0.51
C -0.5810 0.0335 5.2273 -0.12
C -2.4618 3.2807 -0.3069 0.42
C 0.8280 -2.7883 -5.8612 -0.40
C -4.4516 3.4052 -1.6253 -0.32
C 2.6271 -3.6297 2.7988 -0.65
C 2.1345 -2.4915 2.1750 -0.12
C -3.7066 3.8492 -0.5420 -0.67
C 3.1439 -4.0926 -2.3071 -1.18
C -1.1895 2.0242 6.3875 -0.31
C 2.9764 -4.5269 0.6133 -0.69
C 3.0561 -4.6665 1.9888 -0.39
C -3.9269 2.4130 -2.4332 -0.68
C -0.5955 2.1266 4.0521 0.59
C 2.4595 -3.3492 0.0677 0.34
C -0.9965 2.7498 5.2203 -0.45
H 3.4404 -5.5830 2.4208 0.39
H 0.6203 2.7499 2.4092 0.28
H -1.1559 3.8221 5.2172 0.32
H -2.2176 2.2871 2.1681 0.25
H -1.1317 0.0744 7.2962 0.33
H 0.1380 -0.7994 -5.6177 0.22
H 3.4287 -3.5340 -3.1956 0.16
H 0.6842 -3.6683 -5.2359 0.25
H 2.5797 -3.6047 -6.8498 0.31
H 3.2892 -5.3317 -0.0361 0.31
H -4.4690 2.0384 -3.2910 0.38
H 2.5616 -4.9530 -2.6516 0.24
H -2.0466 4.5930 1.3398 0.34
H -0.4444 4.0047 3.0682 0.37
H 0.1736 -2.8856 -6.7318 0.38
H -2.2055 1.1320 -2.7322 0.29
H 2.6577 -3.6904 3.8777 0.40
H -4.0817 4.6239 0.1146 0.34
H -5.4266 3.8303 -1.8304 0.39
H 4.0403 -4.4593 -1.8075 0.43
H 1.7636 -1.6581 2.7658 0.36
H 2.9276 -2.5978 -5.4315 0.22
H -0.6303 4.0346 0.4453 0.30
H 2.4442 -1.8424 -6.9564 0.30
```

***

Record 3
One molecule with the formula C23H24N2O5S at a distorted geometry. Source: the OMol25 dataset; level of theory: ωB97M-V/def2-TZVPD.

For the HOMO energy, the calculation gives -8.46 eV. As for the SMILES: COc1ccc(CN(C)C(=O)c2cccc(NS(=O)(=O)c3ccccc3)c2)c(OC)c1. For the orbital gap, the calculation gives 8.80 eV.

```
55
Properties=species:S:1:pos:R:3:mulliken_charge:R:1
S -2.9160 3.4122 2.0001 1.13
O 4.9924 0.8963 -2.1854 -0.45
O 2.6999 -2.7329 -0.1440 -0.41
O -2.1469 4.6169 2.0709 -0.69
O -1.9010 -1.5744 -2.8920 -0.68
O -4.2603 3.4097 2.4816 -0.64
N -0.6077 -1.7523 -1.0483 0.21
N -2.9000 2.9692 0.3734 -0.28
C -0.6042 -0.1257 3.6428 -0.48
C 3.8197 -2.9821 0.6702 -0.99
C -2.6974 0.9934 3.2911 -0.23
C 0.4476 -2.4450 -1.7713 -1.79
C -2.6529 -0.4794 -0.9218 -0.34
C 0.0748 0.9468 3.0849 -0.57
C -1.6956 -1.3154 -1.7204 0.41
C 1.6798 -0.5503 -2.8453 -0.45
C -4.7557 -0.1950 0.1950 -0.80
C -2.3299 0.8411 -0.6429 0.00
C 2.7616 0.3041 -2.9824 -0.95
C -0.3339 -1.4460 0.3331 -1.22
C -0.6333 2.0429 2.6205 -0.47
C 3.8629 -0.8828 -1.2004 -0.42
C -2.0096 2.0511 2.7319 0.18
C -3.8730 -0.9973 -0.5095 -0.27
C 5.0814 1.9264 -3.1405 -0.85
C -1.9858 -0.1032 3.7511 -0.56
C 2.7743 -1.7273 -1.0657 0.94
C -3.2201 1.6444 0.0602 0.10
C 3.8640 0.1343 -2.1566 0.47
C 1.6632 -1.5674 -1.9092 0.27
C -4.4368 1.1185 0.4847 -0.33
H -5.7046 -0.5963 0.5173 0.42
H -2.0655 3.3174 -0.0752 0.37
H -1.3862 1.2483 -0.9797 0.38
H 0.0410 -2.6873 -2.7558 0.59
H 4.7035 -3.2278 0.0743 0.37
H 1.1516 0.9284 3.0120 0.46
H 0.2894 -0.5510 0.4299 0.33
H -0.1382 2.8995 2.1902 0.44
H 4.7397 -0.9743 -0.5813 0.48
H 0.2053 -2.2847 0.7738 0.45
H -0.0520 -0.9820 3.9994 0.41
H -4.1233 -2.0208 -0.7421 0.51
H -3.7710 1.0499 3.3664 0.50
H -2.5083 -0.9381 4.1922 0.42
H 6.0602 2.3802 -2.9937 0.25
H -5.1123 1.7534 1.0341 0.64
H 2.7318 1.0801 -3.7294 0.39
H -1.2600 -1.2859 0.8826 0.41
H 0.8201 -0.4268 -3.4871 0.52
H 0.7037 -3.3634 -1.2380 0.52
H 4.3056 2.6837 -2.9888 0.34
H 3.5510 -3.8398 1.2854 0.25
H 5.0131 1.5351 -4.1603 0.34
H 4.0440 -2.1287 1.3182 0.36
```

***

Record 4
One molecule with the formula C23H24N2O6S at a distorted geometry. Source: the OMol25 dataset; level of theory: ωB97M-V/def2-TZVPD.

For the HOMO energy, the calculation gives -8.05 eV. As for the SMILES: CCN(C(=O)COC(=O)c1cc(-c2ccc(C)o2)nc2ccccc12)[C@@H]1CCS(=O)(=O)C1. For the orbital gap, the calculation gives 7.64 eV.

```
56
Properties=species:S:1:pos:R:3:mulliken_charge:R:1
S -3.7233 0.4041 -4.4869 1.15
O 3.1281 1.5478 0.3883 -0.59
O -4.1484 -0.5364 -3.4859 -0.62
O 0.7974 2.5804 -3.1942 -0.67
O 3.6317 -1.6747 4.5415 -0.37
O 1.5835 0.4083 -0.7892 -0.14
O -4.4909 0.4795 -5.6968 -0.71
N -0.0632 0.5019 -3.2195 -0.02
N 0.2153 -0.8956 3.7458 -0.64
C -1.1961 1.0650 -3.9611 -0.28
C 3.0274 -2.6951 6.4238 -0.66
C 4.0788 -2.3358 5.6242 0.46
C 1.8632 -2.2214 5.7888 -0.52
C -2.1586 1.1314 1.0364 -0.45
C -0.5245 -0.2525 2.8287 -0.30
C 1.5229 -0.9291 3.6083 0.54
C 5.5411 -2.5539 5.7668 -1.26
C -3.4670 2.0247 -3.7076 -1.04
C -1.9224 -0.2039 3.0207 -0.51
C -2.7198 0.4694 2.1389 -0.76
C 2.1880 -0.3453 2.4996 -0.86
C 1.4499 0.2835 1.5331 0.59
C 0.0399 0.3843 1.6847 1.31
C 2.0601 0.9385 -2.0215 -1.27
C 0.8738 1.4111 -2.8653 1.13
C -1.9568 0.0989 -4.8561 -0.91
C -0.8082 1.0921 0.8119 -0.59
C -1.1495 -1.3259 -1.9068 -0.72
C 2.1578 0.8415 0.3470 0.05
C -0.0309 -0.9027 -2.8580 -0.86
C -2.1788 1.7460 -2.9753 -0.36
C 2.2800 -1.6001 4.6359 0.22
H -1.0943 -0.7489 -0.9869 0.03
H -0.3839 1.6196 -0.0297 0.39
H 6.0675 -1.6002 5.7671 0.30
H -2.3258 -0.7016 3.8880 0.48
H 3.0855 -3.2302 7.3496 0.46
H -3.7881 0.5089 2.2901 0.41
H -4.3015 2.2583 -3.0567 0.48
H -3.3684 2.7627 -4.4973 0.41
H 0.8492 -2.3125 6.1167 0.60
H -2.1376 -1.2092 -2.3451 0.19
H -2.3867 1.0705 -2.1454 0.05
H -1.8131 0.3008 -5.9122 0.41
H -1.7781 -0.9493 -4.6555 0.32
H -1.7109 2.6515 -2.5883 0.54
H 5.7464 -3.0763 6.6959 0.33
H 2.6963 1.8074 -1.8207 0.42
H -0.0636 -1.5047 -3.7731 0.48
H -0.7618 1.8604 -4.5808 0.56
H 3.2610 -0.4175 2.4193 0.60
H -1.0145 -2.3748 -1.6548 0.45
H 0.9193 -1.1080 -2.3719 0.50
H 5.9205 -3.1438 4.9331 0.30
H 2.6508 0.1801 -2.5466 0.46
H -2.8026 1.6817 0.3663 0.50
```

***

> The lowest orbital gap belongs to which entry?

C23H24ClO5

***

> Which value of orbital gap does entry 2 give?

6.59 eV

***

> Which of these has the highest HOMO?

C23H24ClO5